[1]
# C28H53BBrN6O2S

A 3-piece molecular cluster, C28H53BBrN6O2S overall at a distorted geometry (ωB97M-V/def2-TZVPD, OMol25).

The geometry in XYZ format:
```
92
Properties=species:S:1:pos:R:3:lowdin_charge:R:1
C 3.66 -2.68 3.85 0.126
C 2.94 -1.85 3.11 -0.062
C 2.02 -1.25 1.95 -0.102
C 0.49 -1.60 2.08 0.097
N -0.03 -0.86 0.92 -0.030
C -1.51 -0.90 0.68 -0.135
C -2.40 -1.24 1.98 -0.172
C -3.84 -0.47 1.76 -0.230
C -3.71 1.09 2.22 -0.444
S -3.50 1.29 4.08 0.900
C -1.70 1.58 4.39 -0.478
N -0.97 2.84 4.64 -0.017
N 0.38 2.70 4.84 0.002
C 0.66 1.27 4.71 -0.064
O -0.60 0.65 4.48 -0.138
C 1.04 -0.18 0.15 0.066
B 0.73 0.71 -1.20 -0.264
O -0.50 0.45 -1.97 0.038
C 1.72 1.86 -1.80 -0.163
C 2.30 2.91 -0.71 -0.123
N 2.36 -0.42 0.80 0.026
C 3.71 0.10 0.41 -0.152
C 4.94 -0.93 0.63 -0.232
C 5.77 -0.38 1.93 -0.563
Br 6.80 1.22 1.28 0.610
H 4.28 -3.47 4.43 0.089
H -0.02 -2.25 2.88 0.161
H -1.68 -1.67 -0.18 0.165
H -1.83 0.15 0.29 0.122
H -1.99 -0.85 2.98 0.081
H -2.55 -2.39 2.04 0.129
H -4.70 -1.03 2.30 0.117
H -4.09 -0.51 0.63 0.114
H -2.73 1.53 1.76 0.088
H -4.64 1.71 1.88 0.104
H 1.69 0.79 4.82 0.135
H -1.13 1.22 -1.86 0.124
H 1.23 2.48 -2.66 0.125
H 2.63 1.33 -2.29 0.097
H 2.24 2.55 0.39 0.068
H 1.84 3.96 -0.88 0.098
H 3.44 3.04 -0.95 0.085
H 3.75 0.42 -0.71 0.127
H 3.89 1.08 1.01 0.116
H 5.62 -0.96 -0.30 0.100
H 4.60 -2.03 0.82 0.119
H 4.96 0.05 2.65 0.060
H 6.43 -1.19 2.42 0.085
C 7.89 3.10 -6.49 -0.089
C 7.72 2.23 -5.25 -0.269
N 7.12 2.94 -4.12 -0.189
C 7.23 2.22 -2.85 -0.248
C 6.50 0.88 -2.74 -0.095
C 5.82 3.57 -4.37 -0.245
C 4.68 2.68 -4.85 -0.084
H 8.45 4.01 -6.26 0.082
H 8.45 2.55 -7.25 0.076
H 6.93 3.37 -6.93 0.065
H 8.72 1.90 -4.96 0.120
H 7.15 1.33 -5.51 0.097
H 6.91 2.87 -2.03 0.107
H 8.29 2.03 -2.66 0.115
H 5.42 1.02 -2.63 0.038
H 6.84 0.35 -1.84 0.037
H 6.69 0.22 -3.59 0.075
H 5.97 4.37 -5.11 0.105
H 5.49 4.10 -3.46 0.112
H 4.99 2.00 -5.66 0.071
H 3.87 3.30 -5.25 0.076
H 4.25 2.09 -4.04 0.032
C -7.23 -2.19 -0.62 -0.093
C -7.40 -3.05 0.62 -0.276
N -8.01 -2.34 1.75 -0.199
C -7.89 -3.06 3.02 -0.259
C -8.62 -4.40 3.14 -0.087
C -9.31 -1.72 1.50 -0.250
C -10.44 -2.62 1.01 -0.084
H -6.68 -1.27 -0.40 0.065
H -6.67 -2.74 -1.38 0.073
H -8.20 -1.92 -1.07 0.068
H -6.40 -3.38 0.92 0.110
H -7.96 -3.95 0.36 0.100
H -8.22 -2.41 3.83 0.112
H -6.83 -3.24 3.21 0.101
H -9.70 -4.27 3.24 0.058
H -8.27 -4.92 4.04 0.074
H -8.42 -5.06 2.29 0.069
H -9.17 -0.92 0.75 0.101
H -9.64 -1.19 2.40 0.117
H -10.13 -3.30 0.21 0.069
H -11.25 -2.00 0.61 0.076
H -10.87 -3.21 1.83 0.056
```

E in eV: -124468.1233
Orbital gap in eV: 5.43
Charge: +1

***

[2]
# C28H53BCl4N5O33

A 13-piece molecular cluster, C28H53BCl4N5O33 overall at a distorted geometry (ωB97M-V/def2-TZVPD, OMol25).

The geometry in XYZ format:
```
124
Properties=species:S:1:pos:R:3:lowdin_charge:R:1
O -1.76 -0.68 0.86 0.105
C -0.65 -0.17 0.79 -0.332
O -0.12 0.47 -0.26 0.215
B 1.23 0.94 0.07 -0.838
O 1.43 0.66 1.53 0.240
C 0.45 -0.02 1.98 -0.395
O 0.26 -0.40 3.14 0.081
O 1.45 2.37 -0.26 0.251
C 2.47 2.55 -1.00 -0.415
O 2.94 3.61 -1.41 0.099
C 3.00 1.11 -1.35 -0.314
O 2.25 0.21 -0.69 0.223
O 3.97 0.93 -2.11 0.082
Cl 0.79 2.58 9.75 0.485
C 0.94 2.24 7.96 -0.641
C 2.20 1.56 7.53 -0.666
Cl 2.21 -0.13 8.07 0.534
H 0.92 3.25 7.55 0.064
H 0.12 1.67 7.52 0.076
H 3.07 2.06 7.96 0.068
H 2.28 1.53 6.44 0.080
Cl 2.14 -4.99 -0.44 0.541
C 3.87 -5.16 -0.80 -0.668
C 4.65 -5.69 0.37 -0.652
Cl 4.61 -4.52 1.71 0.524
H 4.28 -4.18 -1.05 0.069
H 3.85 -5.81 -1.68 0.063
H 5.73 -5.82 0.23 0.064
H 4.22 -6.56 0.86 0.058
C 0.35 -5.66 5.10 0.044
N 0.27 -7.13 4.78 -0.438
O -0.72 -7.70 5.18 0.062
O 1.28 -7.64 4.30 0.049
H -0.57 -5.30 5.55 0.091
H 0.66 -5.14 4.19 0.100
H 1.11 -5.43 5.85 0.095
C 9.01 -0.32 -5.84 0.040
N 9.02 1.15 -6.20 -0.421
O 9.80 1.84 -5.58 0.061
O 8.30 1.54 -7.14 0.042
H 8.66 -0.51 -4.82 0.099
H 10.02 -0.72 -5.93 0.092
H 8.42 -0.89 -6.56 0.087
C -4.34 2.76 -3.36 0.031
N -4.77 1.84 -4.41 -0.454
O -5.21 2.42 -5.38 0.048
O -4.64 0.62 -4.29 0.066
H -4.05 3.69 -3.85 0.098
H -3.49 2.27 -2.89 0.106
H -5.19 3.00 -2.73 0.104
C 8.66 6.56 -3.53 0.056
N 9.74 7.24 -4.42 -0.405
O 9.46 7.43 -5.63 0.022
O 10.78 7.59 -3.91 0.055
H 9.08 5.86 -2.82 0.088
H 7.96 5.96 -4.11 0.090
H 8.15 7.37 -2.99 0.093
C 2.24 3.30 -7.23 0.051
N 1.01 2.63 -6.64 -0.456
O 0.20 3.33 -6.08 0.055
O 0.93 1.43 -6.71 0.066
H 2.50 2.73 -8.12 0.089
H 2.96 3.35 -6.41 0.105
H 1.99 4.27 -7.65 0.089
C -5.51 -9.26 5.70 -0.037
O -6.41 -8.13 5.84 -0.031
C -6.26 -6.93 5.18 -0.545
O -7.16 -6.09 5.18 0.116
O -5.10 -6.88 4.53 -0.020
C -4.76 -5.75 3.76 -0.045
H -4.61 -9.00 6.26 0.091
H -5.35 -9.53 4.66 0.094
H -5.93 -10.11 6.25 0.086
H -4.63 -4.87 4.39 0.100
H -5.57 -5.53 3.06 0.099
H -3.84 -5.80 3.18 0.094
C -12.40 -2.19 -0.30 -0.063
O -11.65 -2.34 0.91 -0.019
C -10.31 -2.02 1.07 -0.508
O -9.71 -2.14 2.15 0.113
O -9.74 -1.49 -0.04 -0.033
C -8.37 -1.10 -0.01 -0.044
H -12.25 -2.86 -1.15 0.090
H -12.29 -1.20 -0.74 0.084
H -13.45 -2.19 0.00 0.089
H -7.69 -1.93 0.15 0.100
H -8.08 -0.36 0.73 0.097
H -8.25 -0.65 -1.00 0.095
C -7.01 -2.74 11.77 0.009
O -5.78 -2.43 10.99 -0.020
C -5.83 -2.46 9.68 -0.521
O -6.87 -2.64 8.98 0.067
O -4.59 -2.44 9.06 -0.021
C -3.37 -2.37 9.70 -0.078
H -7.24 -3.78 11.56 0.099
H -7.81 -2.00 11.65 0.098
H -6.76 -2.76 12.83 0.084
H -2.61 -2.80 9.04 0.099
H -3.44 -2.84 10.68 0.090
H -3.14 -1.31 9.87 0.095
C 2.99 13.05 -1.08 -0.008
O 2.49 11.73 -1.31 0.030
C 2.19 10.93 -0.38 -0.620
O 2.38 11.18 0.83 0.073
O 1.53 9.90 -0.93 0.008
C 0.88 8.97 -0.14 -0.063
H 4.07 12.94 -1.13 0.102
H 2.81 13.38 -0.05 0.089
H 2.49 13.80 -1.69 0.097
H 1.61 8.24 0.23 0.099
H 0.15 8.41 -0.72 0.099
H 0.46 9.38 0.77 0.095
C 5.38 -1.74 -13.41 -0.031
O 5.47 -2.14 -12.03 -0.021
C 4.82 -1.44 -11.06 -0.548
O 4.22 -0.37 -11.14 0.111
O 4.99 -2.16 -9.94 0.002
C 4.29 -1.87 -8.79 -0.079
H 5.16 -0.68 -13.52 0.094
H 4.57 -2.36 -13.80 0.090
H 6.21 -2.10 -14.01 0.088
H 3.27 -1.55 -8.99 0.102
H 4.72 -1.20 -8.05 0.096
H 4.24 -2.77 -8.19 0.094
```

E in eV: -155669.7223
Energy relative to the best compared isomer or geometry (same formula, charge and spin) in kJ/mol: 122.3
Orbital gap in eV: 8.63
Charge: -1

***

[3]
# C28H53F9N4O6PS

A 2-piece molecular cluster, C28H53F9N4O6PS overall at a distorted geometry (ωB97M-V/def2-TZVPD, OMol25).

The geometry in XYZ format:
```
102
Properties=species:S:1:pos:R:3:lowdin_charge:R:1
C 1.03 3.65 5.40 -0.095
C 1.72 3.15 4.12 -0.247
C 0.78 3.32 2.92 -0.228
C -0.32 2.27 2.95 -0.215
C -1.43 2.51 1.93 -0.186
C -1.99 1.16 1.42 -0.181
C -1.30 0.73 0.11 -0.158
C -0.66 -0.67 0.18 -0.108
C -0.79 -1.46 -1.10 -0.293
C -2.22 -1.96 -1.40 -0.089
C -3.25 -1.96 -0.28 -0.203
C -3.14 -3.14 0.68 -0.208
P -4.71 -3.35 1.56 0.475
O -5.83 -2.86 0.78 -0.236
O -4.70 -2.65 3.00 -0.190
C -3.53 -1.92 3.42 -0.269
C -3.73 -1.38 4.82 -0.037
O -4.83 -4.93 1.76 -0.191
C -5.07 -5.42 3.10 -0.246
C -3.76 -5.56 3.87 -0.052
N -0.39 -0.57 -2.26 0.161
C 0.98 0.01 -2.11 -0.301
N 1.32 0.58 -3.40 0.110
C 2.05 -1.00 -1.58 -0.636
S 3.07 -0.08 -0.33 0.930
C 3.03 -1.36 -2.71 -0.101
C 4.07 -2.39 -2.32 -0.415
O 4.82 -2.90 -3.16 0.137
F 4.13 -2.74 -1.02 0.104
O 1.59 -2.14 -0.92 -0.066
C 0.27 -2.61 -1.10 -0.495
N -0.01 -3.37 0.10 0.158
N 0.07 -3.48 -2.24 0.045
C 1.20 -4.27 -2.74 -0.221
C 1.86 -5.19 -1.73 -0.064
H 0.28 4.38 5.13 0.070
H 0.51 2.82 5.85 0.063
H 1.73 4.06 6.11 0.067
H 2.63 3.70 3.93 0.099
H 1.92 2.10 4.22 0.099
H 1.34 3.14 2.00 0.096
H 0.37 4.32 2.89 0.112
H 0.15 1.30 2.81 0.110
H -0.79 2.23 3.93 0.111
H -1.03 3.10 1.11 0.103
H -2.23 3.09 2.36 0.112
H -3.06 1.23 1.30 0.111
H -1.77 0.42 2.18 0.087
H -2.05 0.75 -0.68 0.112
H -0.57 1.48 -0.15 0.097
H -1.05 -1.23 1.01 0.107
H 0.38 -0.51 0.42 0.104
H -2.62 -1.29 -2.15 0.124
H -2.24 -2.94 -1.85 0.122
H -3.33 -1.02 0.25 0.101
H -4.21 -2.10 -0.76 0.110
H -3.03 -4.04 0.10 0.101
H -2.30 -3.06 1.35 0.064
H -2.70 -2.61 3.44 0.094
H -3.28 -1.14 2.71 0.089
H -4.65 -1.76 5.23 0.084
H -3.76 -0.30 4.82 0.072
H -2.89 -1.68 5.43 0.075
H -5.48 -6.41 2.96 0.116
H -5.82 -4.85 3.62 0.112
H -3.93 -5.53 4.93 0.083
H -3.30 -6.49 3.57 0.075
H -3.07 -4.78 3.56 0.052
H -1.03 0.22 -2.34 0.170
H -0.42 -1.07 -3.15 0.180
H 0.88 0.84 -1.42 0.096
H 2.00 1.32 -3.30 0.079
H 0.49 0.95 -3.84 0.101
H 2.47 1.12 -0.22 -0.139
H 3.61 -0.49 -2.97 0.116
H 2.52 -1.71 -3.58 0.123
H 0.84 -3.52 0.64 0.109
H -0.44 -4.24 -0.15 0.102
H -0.46 -3.07 -2.99 0.105
H 0.79 -4.91 -3.51 0.122
H 1.97 -3.69 -3.23 0.086
H 2.12 -4.71 -0.81 0.054
H 1.29 -6.09 -1.56 0.080
H 2.80 -5.51 -2.17 0.086
C 4.63 5.72 -2.74 -0.028
C 3.70 5.06 -1.69 -0.440
C 3.09 3.69 -1.99 -0.300
F 2.27 3.68 -3.05 0.091
F 2.33 3.30 -0.92 0.053
F 2.73 5.93 -1.34 0.144
F 4.47 4.86 -0.59 0.112
O 4.12 6.74 -3.60 0.048
C 3.52 6.50 -4.82 -0.538
C 2.06 6.98 -4.85 -0.286
F 1.32 6.38 -3.90 0.097
F 1.53 6.67 -6.05 0.104
F 3.64 5.21 -5.20 0.146
F 4.18 7.23 -5.73 0.158
H 5.36 6.25 -2.13 0.152
H 5.20 4.98 -3.29 0.147
H 3.87 2.94 -2.15 0.169
H 2.02 8.06 -4.70 0.178
```

E in eV: -92717.7937
Orbital gap in eV: 9.24
Charge: +1

***

| no. | HOMO level (eV) |
| --- | --- |
| 1 | -9.87 |
| 2 | -7.32 |
| 3 | -12.18 |